1.
# C12H30BClIO5S

A 3-piece molecular cluster, C12H30BClIO5S overall at a distorted geometry (the ωB97M-V functional and the def2-TZVPD basis, the Open Molecules 2025 dataset).

```
! wB97M-V def2-TZVPD RIJCOSX def2/J DEFGRID3
* xyz -1 1
C 3.7279 0.0717 0.1013
C 3.5699 1.6949 0.4074
Cl 4.5703 2.7532 -0.7921
C 2.0173 2.1924 0.5772
B 1.1644 2.3129 -0.8236
O 1.6463 1.4578 -1.9263
I 1.2668 4.4165 -1.5427
C -0.4706 2.0213 -0.5958
S -0.8471 0.2692 -0.0429
O -0.0815 -0.8206 -0.8365
O -0.6240 0.0079 1.4763
H 2.6927 -0.4146 -0.1767
H 4.2006 -0.4790 1.0192
H 4.3877 0.0028 -0.8875
H 4.0947 1.8716 1.4649
H 1.4996 1.5298 1.4105
H 2.0640 3.2909 1.0403
H 2.3427 1.9093 -2.4877
H -0.9612 2.1527 -1.6762
H -0.9593 2.8641 0.0747
H -2.2517 0.0849 -0.2560
C 0.8469 -5.7907 -2.6557
C 1.9570 -5.1004 -1.8823
O 2.9351 -4.4901 -2.7198
C 2.4768 -3.4505 -3.5794
C 1.9056 -2.2577 -2.8335
H 1.2621 -6.4814 -3.3969
H 0.1966 -6.3497 -1.9756
H 0.2260 -5.0684 -3.1936
H 2.4855 -5.8515 -1.2858
H 1.5523 -4.3706 -1.1739
H 1.7580 -3.8447 -4.3045
H 3.3479 -3.1180 -4.1547
H 0.9761 -2.5170 -2.3193
H 1.6888 -1.4403 -3.5265
H 2.6103 -1.9014 -2.0748
C -4.9735 0.6188 2.8183
C -3.5036 0.9955 2.7517
O -3.2581 2.1873 2.0102
C -3.8516 3.3816 2.5112
C -3.3652 3.7623 3.8982
H -5.4133 0.5936 1.8160
H -5.0963 -0.3641 3.2840
H -5.5448 1.3416 3.4080
H -2.9613 0.1944 2.2385
H -3.0682 1.0726 3.7530
H -4.9431 3.3060 2.4819
H -3.5766 4.1802 1.8134
H -3.6996 3.0417 4.6496
H -3.7489 4.7458 4.1825
H -2.2708 3.7856 3.9321
*
```

Output
LUMO energy in eV: 2.569
Orbital gap in eV: 7.78
E_tot in eV: -55303.0823

2.
# C12H30BeFN2O4

C12H30BeFN2O4 as an isolated structure at a distorted geometry (the ωB97M-V functional and the def2-TZVPD basis, the Open Molecules 2025 dataset).

```
! wB97M-V def2-TZVPD RIJCOSX def2/J DEFGRID3
* xyz 1 1
Be 0.1999 0.2479 -0.6354
F 2.0657 1.2361 -1.4918
C -1.5518 1.2245 2.3844
O -0.3304 1.0179 1.7133
C 0.8420 1.2521 2.4984
C 2.1203 0.7700 1.8094
N 1.7208 -0.5357 1.2673
C 2.7819 -1.0544 0.3817
C 2.2557 -2.2748 -0.3200
O 1.1242 -1.9275 -1.1083
C 0.4933 -2.9904 -1.8106
H -1.6743 2.2726 2.6800
H -1.6217 0.5777 3.2611
H -2.3639 1.0388 1.6885
H 0.7154 1.0010 3.5556
H 0.9127 2.3478 2.5181
H 2.9211 0.6568 2.5461
H 2.4021 1.6185 1.1887
H 1.8306 -1.1694 2.0541
H 3.6133 -1.4318 0.9971
H 3.2721 -0.3395 -0.2780
H 1.8959 -2.9645 0.4594
H 3.0635 -2.7772 -0.8581
H 0.3903 -3.8926 -1.1916
H 1.0257 -3.2152 -2.7293
H -0.5563 -2.6922 -1.8297
C -1.1844 -2.3427 1.1953
O -1.3504 -1.2098 0.3403
C -2.5984 -1.0255 -0.2008
C -2.4153 0.1880 -1.0663
N -1.2700 -0.0498 -1.9959
C -0.6942 1.0151 -2.8330
C -0.5272 2.2320 -1.9893
O 0.1417 1.9122 -0.7974
C 0.3596 3.0385 0.0185
H -1.7323 -3.1842 0.7574
H -1.5308 -2.1264 2.2039
H -0.1440 -2.6339 1.0816
H -3.3986 -0.8489 0.5306
H -3.0058 -1.8856 -0.7479
H -2.3062 1.1125 -0.4961
H -3.4137 0.4622 -1.4428
H -1.6592 -0.7411 -2.6328
H -1.2576 1.2505 -3.7357
H 0.3321 0.7456 -3.0902
H -1.4212 2.8565 -1.8819
H 0.1011 2.9258 -2.5634
H -0.4880 3.5582 0.4720
H 0.7875 3.7917 -0.6554
H 1.1271 2.9626 0.7784
*
```

Output
ΔE to the lowest compared entry with this formula, charge and spin in kJ/mol: 0.0
LUMO energy in eV: -2.225
Orbital gap in eV: 9.63
E_tot in eV: -27210.5813

3.
# C12H30F2Li2NO12P2S2

C12H30F2Li2NO12P2S2 as an isolated structure at a distorted geometry (the ωB97M-V functional and the def2-TZVPD basis, the Open Molecules 2025 dataset).

```
! wB97M-V def2-TZVPD RIJCOSX def2/J DEFGRID3
* xyz 1 1
Li 1.1351 -2.1611 1.3990
Li 1.1323 -2.0783 3.8328
N 1.9706 -0.8292 2.5972
S 1.8303 0.8456 2.2323
O 2.0436 1.2161 0.8505
O 2.0710 1.8013 3.2567
F 0.2238 0.7597 2.1889
S 3.5195 -0.6782 2.8838
O 3.8690 -0.3245 4.2134
O 4.3380 -0.2550 1.7791
F 3.7933 -2.2641 2.8610
C -7.3071 3.7985 -2.7945
C -7.0629 3.4519 -1.3266
O -6.3113 2.2702 -1.2273
P -5.5211 1.8491 0.0994
O -4.9589 0.4814 -0.0276
O -4.4974 3.0285 0.4662
C -3.2153 3.0204 -0.1575
C -2.0458 3.2730 0.8214
O -6.5964 1.9757 1.2764
C -6.0629 1.9073 2.6076
C -6.0254 3.2008 3.3538
H -6.4626 3.4800 -3.4077
H -8.1581 3.2248 -3.1699
H -7.5497 4.8409 -2.9888
H -6.6202 4.3273 -0.8377
H -8.0570 3.4348 -0.8680
H -3.1019 2.0575 -0.6601
H -3.1326 3.8660 -0.8449
H -2.1938 4.2303 1.3142
H -1.9199 2.5110 1.5911
H -1.2315 3.1718 0.1028
H -6.7018 1.2169 3.1583
H -5.0539 1.4832 2.6325
H -5.6673 3.1091 4.3803
H -5.4741 4.0041 2.8693
H -7.0758 3.4693 3.5208
C 6.9053 -3.6590 1.3256
C 6.1483 -3.4303 0.0194
O 4.7941 -3.2208 0.4120
P 3.6632 -2.9762 -0.6729
O 2.3778 -2.5881 -0.0438
O 4.2245 -1.9101 -1.7275
C 3.6177 -0.6095 -1.9802
C 4.4916 0.3321 -2.7538
O 3.5845 -4.3668 -1.4492
C 2.4868 -4.6797 -2.3255
C 2.9414 -4.6406 -3.7938
H 7.9048 -4.0813 1.2115
H 6.9490 -2.7257 1.8832
H 6.4115 -4.4417 1.9053
H 6.5808 -2.5815 -0.5142
H 6.2439 -4.3016 -0.6349
H 2.6690 -0.8402 -2.4764
H 3.3140 -0.2293 -1.0012
H 4.8644 -0.0597 -3.6951
H 3.8256 1.1537 -3.0376
H 5.1766 0.8141 -2.0582
H 2.1327 -5.6547 -1.9898
H 1.6337 -4.0274 -2.1190
H 3.7065 -3.8867 -3.9587
H 3.3470 -5.6173 -4.0563
H 2.0836 -4.4874 -4.4470
*
```

Output
ΔE to the lowest compared entry with this formula, charge and spin in kJ/mol: 271.9
LUMO energy in eV: -5.524
Orbital gap in eV: 6.64
E_tot in eV: -85082.8455

4.
# C12H30IMnOP2

C12H30IMnOP2 as an isolated structure at a distorted geometry (the ωB97M-V functional and the def2-TZVPD basis, the Open Molecules 2025 dataset).

```
! wB97M-V def2-TZVPD RIJCOSX def2/J DEFGRID3
* xyz 2 5
C -0.0461 -0.1656 -5.0472
I -0.8968 -0.4969 -2.9595
H 1.0395 -0.0489 -4.9835
H -0.5544 0.7250 -5.4197
H -0.3347 -1.0472 -5.6310
Mn -0.5457 -0.0651 -0.3542
P 0.1278 2.0865 -0.6037
C -1.3084 3.1228 -1.0880
C 0.8555 3.0817 0.7575
H 0.9278 4.1324 0.4448
H 1.5018 3.4551 -2.0702
H 1.8622 2.7038 0.9779
H 2.3486 1.9587 -1.5472
H -2.0786 3.0864 -0.2976
H 0.2377 3.0185 1.6616
C 1.3845 2.3716 -1.8954
H -0.9841 4.1698 -1.2222
H 1.1114 1.8768 -2.8410
H -1.7520 2.7512 -2.0235
P 0.2040 -2.2052 -0.1992
C -1.2512 -3.2964 -0.4436
C 1.4516 -2.7018 -1.4438
H 1.8765 -2.3682 1.5564
H 1.2762 -3.9780 1.0404
H 0.2829 -2.9595 2.1254
C 0.9839 -2.9453 1.2823
H 2.4127 -2.2281 -1.1887
H 1.5731 -3.7933 -1.4267
H -0.9204 -4.3467 -0.4412
H -1.7649 -3.0732 -1.3894
H 1.1568 -2.3751 -2.4502
H -1.9636 -3.1431 0.3829
C -2.3940 -0.0292 -0.5544
O -3.5399 -0.0595 -0.3184
C 1.2825 0.3035 2.5861
C -0.1549 -0.1689 2.7297
C -0.8109 0.3813 3.9979
C -1.0841 0.1040 1.5295
H 1.3406 1.4002 2.5546
H 1.7866 -0.1003 1.6945
H 1.8371 -0.0425 3.4740
H -0.1312 -1.2664 2.8136
H -0.9593 1.4592 3.9307
H -1.7996 -0.0637 4.1468
H -0.1931 0.1636 4.8705
H -1.9662 -0.5383 1.7308
H -1.4274 1.1543 1.5518
*
```

Output
LUMO energy (alpha / beta) in eV: -8.444 / -8.728
Orbital gap (alpha / beta) in eV: 7.72 / 8.01
E_tot in eV: -72959.7898
Expectation value of S²: 6.1570